(1)
Computed, not measured: a molecular structure, C10H24F3MgNO8S3, with ωB97M-V with the def2-TZVPD basis set.

Cartesian coordinates (Å):
Mg 48.10 -19.43 6.50
N 46.07 -18.87 4.91
O 45.67 -19.14 6.06
O 47.31 -19.11 4.71
O 45.37 -18.44 4.03
C 50.98 -19.67 7.15
O 50.44 -20.64 8.06
O 50.05 -19.26 6.30
C 51.52 -18.48 8.00
F 50.70 -18.15 9.02
F 52.70 -18.79 8.58
F 51.70 -17.38 7.29
C 51.36 -21.45 8.75
C 50.61 -22.72 9.14
H 50.33 -23.26 8.22
H 51.13 -23.45 9.76
H 49.65 -22.50 9.62
H 51.72 -20.98 9.67
H 52.22 -21.72 8.13
H 51.88 -20.07 6.64
C 48.45 -15.03 7.91
S 47.80 -15.95 6.51
O 48.12 -17.37 6.88
C 49.07 -15.52 5.31
H 48.41 -13.96 7.73
H 49.47 -15.32 8.17
H 47.77 -15.24 8.74
H 48.83 -16.00 4.36
H 50.04 -15.87 5.65
H 49.13 -14.44 5.15
C 47.00 -22.24 4.06
S 47.84 -22.55 5.62
O 47.69 -21.26 6.36
C 49.51 -22.60 4.94
H 45.96 -22.15 4.35
H 47.13 -23.04 3.33
H 47.38 -21.30 3.65
H 49.49 -23.39 4.19
H 50.30 -22.76 5.68
H 49.78 -21.65 4.48
C 48.51 -19.58 10.81
S 47.50 -18.76 9.56
O 47.52 -19.61 8.32
C 45.88 -19.18 10.28
H 49.48 -19.84 10.41
H 48.09 -20.51 11.20
H 48.63 -18.93 11.67
H 45.93 -20.19 10.68
H 45.18 -19.16 9.44
H 45.55 -18.46 11.03

Summary:
- Charge: 0
- Gap between HOMO and LUMO: 8.8 eV
- HOMO level: -8.42 eV

=====

(2)
Computed, not measured: a molecular structure, C10H24N4O7Pb, with ωB97M-V with the def2-TZVPD basis set.

Cartesian coordinates (Å):
O 0.38 -1.10 -3.44
H -0.35 -1.56 -3.91
Pb 0.84 0.32 -0.70
N 2.04 -2.10 0.29
N -0.42 -2.11 0.81
N 0.68 2.79 -0.37
N -1.08 1.29 0.82
O 2.76 -1.35 -0.51
O 1.40 3.55 -1.14
O -1.84 0.49 1.63
O -1.71 -1.92 0.77
C 0.01 -3.22 0.14
C 1.34 -3.09 -0.34
C 0.05 3.37 0.66
C -0.93 2.54 1.31
C 1.80 -3.76 -1.58
H 1.34 -3.30 -2.47
H 1.51 -4.81 -1.58
H 2.89 -3.67 -1.68
C -0.93 -4.30 -0.27
H -1.48 -4.02 -1.18
H -1.66 -4.51 0.52
H -0.39 -5.23 -0.50
C 0.35 4.76 1.10
C -1.72 3.06 2.46
H 1.06 5.23 0.41
H 0.76 4.77 2.12
H -0.56 5.37 1.15
H -2.45 2.33 2.82
H -2.25 3.97 2.13
H -1.06 3.34 3.29
H 1.57 2.48 -2.23
H -1.78 -0.47 1.26
C -1.58 -0.29 -3.14
H -1.32 0.05 -4.14
H -2.00 0.46 -2.48
H -1.94 -1.31 -2.97
O 1.53 1.53 -2.64
H 1.19 -1.36 -3.91
H 0.99 1.54 -3.46
C 0.99 -0.32 2.90
O 1.65 0.17 1.71
H 0.37 0.48 3.29
H 1.76 -0.59 3.63
H 0.38 -1.20 2.67
H 2.30 -0.52 1.45

Summary:
- Charge: 0
- Gap between HOMO and LUMO (spin up / spin down): 6.8 / 6.1 eV
- HOMO level (spin up / spin down): -7.28 / -7.29 eV

=====

(3)
Computed, not measured: 2 unconnected molecules or ions with the total composition C10H24NOSi, with ωB97M-V with the def2-TZVPD basis set.

Cartesian coordinates (Å):
C 1.11 -3.76 2.77
Si 2.55 -3.99 1.54
H 0.45 -3.01 2.33
H 1.42 -3.42 3.75
H 0.57 -4.71 2.86
H 2.46 -2.97 0.48
H 3.88 -3.86 2.16
H 2.38 -5.29 0.84
C -0.34 1.55 1.75
C 0.21 0.85 0.48
C -0.64 -0.40 0.19
C -2.04 -0.11 -0.35
C -2.13 1.21 -1.12
C -0.79 1.70 -1.69
N 0.15 1.85 -0.59
O 1.40 2.32 -1.01
C -1.05 3.09 -2.28
C -0.33 0.78 -2.83
C 1.61 0.35 0.81
H 0.27 2.42 1.99
H -0.34 0.88 2.62
H -1.37 1.90 1.60
H -0.11 -1.02 -0.54
H -0.72 -1.02 1.09
H -2.35 -0.94 -0.99
H -2.77 -0.09 0.48
H -2.87 1.10 -1.93
H -2.54 1.98 -0.46
H -1.33 3.80 -1.49
H -1.87 3.06 -3.01
H -0.17 3.48 -2.78
H -1.08 0.74 -3.62
H -0.15 -0.25 -2.49
H 0.60 1.15 -3.27
H 1.58 -0.35 1.65
H 2.28 1.16 1.10
H 2.05 -0.17 -0.04

Summary:
- Charge: -1
- Gap between HOMO and LUMO: 4.2 eV
- HOMO level: -1.07 eV

=====

(4)
Computed, not measured: 2 unconnected molecules or ions with the total composition C10H25BrNO3P2S, with ωB97M-V with the def2-TZVPD basis set.

Cartesian coordinates (Å):
C -2.91 -0.95 2.92
C -2.07 -2.05 3.58
C -1.66 -3.19 2.68
Br -3.16 -4.15 1.93
P -0.50 -2.71 1.34
S 0.60 -4.46 1.02
C 0.65 -1.40 1.83
C 0.34 -0.03 1.20
C 1.41 0.96 1.64
O 1.53 2.04 0.73
P -1.51 -2.22 -0.57
N -2.40 -0.94 -0.46
H -3.12 -1.13 1.87
H -3.87 -0.89 3.42
H -2.44 0.01 3.06
H -2.66 -2.51 4.37
H -1.21 -1.62 4.09
H -1.11 -3.91 3.27
H 0.99 -4.23 -0.24
H 0.62 -1.32 2.91
H 1.66 -1.70 1.57
H -0.62 0.32 1.55
H 0.39 -0.10 0.12
H 1.16 1.37 2.61
H 2.38 0.47 1.73
H 0.83 1.98 0.06
H -0.47 -2.15 -1.52
H -2.23 -3.39 -0.87
H -2.07 -0.24 -1.12
O -1.06 1.77 -2.99
C 0.05 2.14 -3.26
O 1.07 1.70 -2.49
C 2.45 1.97 -2.78
C 2.89 3.33 -2.28
C 0.32 3.12 -4.38
H 2.65 1.83 -3.85
H 3.01 1.19 -2.26
H 2.34 4.13 -2.76
H 3.95 3.48 -2.47
H 2.71 3.40 -1.21
H 0.10 4.12 -4.02
H -0.36 2.89 -5.20
H 1.33 3.09 -4.77

Summary:
- Charge: +1
- Gap between HOMO and LUMO: 9.1 eV
- HOMO level: -12.64 eV

=====

| no. | strongest force on any atom (eV/A) |
| --- | --- |
| 1 | 1.78 |
| 2 | 3.34 |
| 3 | 0.87 |
| 4 | 2.41 |